1:
14
Properties=species:S:1:pos:R:3 method="wB97M-V/def2-TZVPD" smiles="O=C(S)C/C=C/C=S" gap_ev=7.9 lumo_energy_ev=-1.145
C -2.2222 0.0928 -0.5513
C -1.0854 -0.8546 -0.1204
C 0.2943 -0.3291 -0.3523
C 1.2253 -0.1915 0.5945
C 2.5788 0.2991 0.3669
H -0.9077 1.7375 0.5587
H -1.2410 -1.0861 0.9322
H -1.2567 -1.7765 -0.6904
H 0.5367 -0.0389 -1.3775
H 0.9664 -0.4952 1.6248
H 3.1897 0.2980 1.2562
O -3.1707 -0.2993 -1.1721
S -2.1155 1.8023 -0.0486
S 3.2079 0.8416 -1.0205



2:
14
Properties=species:S:1:pos:R:3 method="wB97M-V/def2-TZVPD" smiles="C=C[C@H]1OCC(=S)S1" gap_ev=8.5 lumo_energy_ev=-0.146
C -1.8514 -0.6358 -0.7775
C -1.3960 0.6166 -0.5510
C -0.3723 1.0247 0.5569
C 1.0214 -0.7662 0.5755
C 1.9734 0.3028 0.0744
H -1.4676 -1.4558 -0.2098
H -2.5339 -1.0249 -1.5670
H -1.5265 1.4596 -1.2056
H -0.7828 1.7154 1.2080
H 1.5163 -1.4829 1.3005
H 0.6460 -1.3336 -0.3592
O 0.0784 -0.0857 1.3830
S 3.4688 -0.1390 -0.3743
S 1.2262 1.8050 -0.0538



3:
14
Properties=species:S:1:pos:R:3 method="wB97M-V/def2-TZVPD" smiles="C#C[C@H](OC=S)SC" gap_ev=9.0 lumo_energy_ev=0.237
C -1.6249 -2.0579 0.0772
C -0.1149 0.3175 0.0836
C 2.2525 0.2082 -0.1175
C -0.2340 1.7652 -0.1159
C -0.3232 2.9731 -0.2945
H -1.0525 -2.8080 -0.4610
H -2.6767 -2.3793 0.1773
H -1.1667 -1.9339 1.0769
H -0.1410 0.1330 1.1921
H 2.2767 1.1727 0.4379
H -0.4181 4.0209 -0.5009
O 1.0760 -0.3413 -0.3748
S -1.4969 -0.4512 -0.7585
S 3.6438 -0.6189 -0.4218



4:
14
Properties=species:S:1:pos:R:3 method="wB97M-V/def2-TZVPD" smiles="C=CO/C=C/C(=S)S" gap_ev=8.1 lumo_energy_ev=-0.599
C -1.9103 -1.1185 1.0450
C -0.8786 -0.0972 1.1815
C -0.1496 0.3850 0.1693
C 1.7784 1.5429 -0.5117
C 2.2905 0.5937 -1.2907
H -3.1600 -2.5254 -0.2741
H -0.6844 0.2415 2.1863
H -0.2250 0.0381 -0.8744
H 2.1319 2.5366 -0.4935
H 3.0801 0.8158 -1.9806
H 1.9389 -0.4326 -1.2599
O 0.7444 1.3798 0.3850
S -2.3427 -1.5409 -0.6201
S -2.6135 -1.8189 2.3379



Energy comparison, zero being the most stable, in hartree: 1 0.0000; 2 0.0326; 3 0.0755; 4 0.0265.